{
  "formula": "C31H29Cl3F5FeN3O4SSe",
  "method": "ωB97M-V/def2-TZVPD",
  "species": ["H", "C", "H", "O", "Cl", "C", "C", "C", "C", "H", "C", "Se", "H", "C", "H", "C", "H", "C", "H", "F", "C", "F", "C", "C", "H", "H", "O", "H", "H", "N", "H", "C", "Fe", "C", "C", "H", "H", "F", "S", "H", "C", "H", "C", "H", "Cl", "C", "C", "C", "C", "H", "H", "C", "H", "F", "H", "H", "H", "C", "H", "O", "H", "C", "H", "C", "C", "Cl", "C", "F", "H", "H", "C", "C", "O", "N", "C", "N", "C", "H"],
  "coordinates": [[2.25598, 3.61221, -1.40626], [1.90435, -1.78073, 1.60837], [-3.50184, -2.55746, -3.08731], [2.24802, -1.67997, 2.78244], [-0.70158, 8.67219, 0.40029], [1.00256, 1.34357, -1.08662], [1.01074, -5.17293, -1.74817], [-5.43592, -0.89890, -0.75439], [2.05789, 3.21917, 1.24371], [0.06507, 3.91871, 0.62789], [-0.61565, 6.14782, 1.64813], [-0.12351, -2.75693, -2.96925], [4.31006, -3.68859, 0.02396], [1.12120, 4.11599, 0.41630], [0.80256, 4.64774, -1.64759], [-2.82481, 5.41643, 1.71939], [-1.96046, 0.52403, -1.67824], [-1.32220, -5.11738, -1.66526], [2.47283, -2.73047, -1.33838], [2.22094, -4.62878, -1.97155], [2.52086, 1.38600, 2.75365], [-2.54315, -6.82429, -0.55954], [-4.36893, -1.96792, -2.76026], [1.21968, 3.79619, -1.09830], [-4.84759, -3.29899, 0.38619], [-1.51453, 3.23518, -1.73421], [0.67581, -1.68453, 1.21798], [-5.26657, -2.36924, -3.19530], [3.76623, 4.43374, 0.67836], [0.08237, 0.39965, -1.21956], [4.54686, -1.08210, -0.53918], [3.43726, 3.53396, 1.24183], [0.02797, -1.68471, -0.66774], [4.02954, -1.00694, 0.42754], [-0.14950, -4.48323, -2.07260], [4.82535, -1.12867, 1.18754], [-5.17515, 0.05738, -1.17062], [2.11148, -7.11818, -1.02130], [-2.93341, 6.96160, 1.02042], [2.74889, -4.18013, 0.88325], [-0.20172, -7.00253, -0.80451], [5.36996, 2.99182, 2.03853], [-4.93366, -3.35361, -0.69114], [3.99432, -3.32322, 1.75860], [0.00630, 1.66020, 2.05906], [0.99778, -6.42535, -1.21854], [-1.07965, 1.08828, -1.46958], [-1.26367, 7.21364, 1.09255], [-0.86250, 2.42196, -1.58157], [-1.16812, 4.24563, 2.53892], [1.09951, 5.34255, 2.58694], [-4.49022, -1.97572, -1.25978], [-3.72874, 4.92531, 1.82129], [-0.17949, -8.19803, -0.27791], [-5.46572, -0.84202, 0.36617], [2.01230, 1.10657, -0.89040], [2.22934, 0.50773, 3.27137], [1.61552, 2.19427, 2.06657], [-6.43467, -1.13710, -1.10830], [2.26267, -1.96251, -0.80408], [3.58694, -0.04173, 0.50936], [3.55628, -3.43462, 0.77679], [-5.97676, -3.48852, -0.97480], [0.88491, 6.04167, 1.74519], [2.93810, -2.07304, 0.49600], [4.94837, 0.60033, 3.50913], [-3.14861, -1.75513, -0.75706], [-2.49699, -4.52462, -1.91930], [-4.42344, -4.22152, -1.04474], [1.35938, 7.01304, 1.93985], [-1.37584, -6.32914, -0.98808], [-1.52838, 5.13146, 2.05631], [1.39718, 5.47975, 0.53981], [-2.05676, -1.58049, -0.42226], [3.84454, 1.72445, 2.71511], [0.52052, 2.57035, -1.37252], [4.31972, 2.78358, 1.97311], [-4.30842, -0.95418, -3.15171]],
  "lowdin_charge": [0.140, -0.585, 0.076, 0.039, 0.661, -0.135, -0.259, -0.036, -0.186, 0.105, -0.313, 0.670, 0.101, -0.310, 0.146, -0.385, 0.080, -0.240, 0.053, 0.059, -0.135, 0.121, -0.030, -0.049, 0.093, 0.112, -0.126, 0.091, 0.141, 0.011, 0.098, -0.009, 0.558, -0.015, -0.487, 0.078, 0.079, 0.132, 1.007, 0.102, -0.163, 0.106, -0.014, 0.090, 0.820, -0.154, -0.138, -0.995, -0.016, 0.081, 0.140, -0.584, 0.039, 0.154, 0.113, 0.132, 0.082, -0.596, 0.091, -0.115, 0.052, -0.003, 0.093, -0.131, -0.472, 0.689, -0.114, 0.045, 0.062, 0.132, -0.139, -0.141, -0.097, 0.178, -0.625, -0.053, -0.097, 0.092],
  "orbital_gap_ev": [8.0077, 8.2496],
  "multiplicity": 5,
  "s2": 6.0109,
  "lumo_energy_ev": [0.1, 0.1],
  "homo_ev": [-7.858, -8.102],
  "energy_ev": -207002.3203,
  "de_lowest_kj_mol": 0.00,
  "charge": 0
}

***

{
  "formula": "C31H29IrN7O6S2",
  "method": "ωB97M-V/def2-TZVPD",
  "species": ["H", "C", "C", "H", "C", "C", "H", "H", "H", "N", "O", "H", "H", "C", "H", "C", "C", "C", "O", "C", "H", "C", "H", "C", "C", "H", "C", "C", "H", "C", "H", "O", "H", "H", "H", "C", "C", "H", "C", "O", "C", "H", "C", "H", "H", "H", "C", "C", "C", "C", "H", "N", "N", "C", "N", "C", "Ir", "C", "H", "N", "H", "C", "O", "C", "C", "S", "H", "H", "S", "H", "N", "H", "H", "N", "O", "C"],
  "coordinates": [[-6.75026, 0.22851, -0.31192], [2.48784, -1.78307, 4.28701], [-2.69295, -0.34128, 1.97237], [1.14260, -4.49024, -1.47472], [-2.68682, -0.29071, -2.60668], [2.32336, 2.23409, 2.46946], [1.57194, 0.15543, 4.38543], [-0.75330, 3.97485, 0.98566], [-5.48455, -0.01037, 1.85275], [-2.98093, -0.39770, -0.32604], [-1.80024, 1.93484, -0.71841], [-1.91904, -1.50003, 4.48096], [0.50479, -0.45208, -6.13822], [1.04176, -2.60376, -0.74285], [0.23652, 4.83080, 3.08899], [0.46068, 0.07925, -4.04968], [-0.83732, -0.65995, -3.82465], [-0.75004, -0.23881, 3.10054], [-0.43219, 2.38292, -2.66778], [-4.99246, -0.08425, 0.89311], [-2.05587, 0.24268, 4.83039], [-1.94273, -0.50225, 4.04909], [2.67223, -3.72389, -1.29879], [2.85651, 1.37299, -4.54732], [2.19152, 0.73988, -5.59145], [-1.82205, 0.83786, -5.11029], [-3.63326, -0.29977, 0.83561], [1.86233, 3.37555, 3.05582], [-2.27875, -0.84597, -5.49672], [-2.00066, -0.15602, -4.70628], [3.14997, -1.34208, 1.46582], [-3.12911, -0.42836, 3.19596], [2.80562, 1.89260, -2.46482], [2.59644, 0.76062, -6.59365], [2.73179, -1.50831, -0.50585], [3.24742, -0.27195, 1.28702], [1.00279, 0.08033, -5.33346], [1.14585, -4.49039, 2.76146], [0.23867, -2.55137, 2.85137], [0.61324, 2.29975, -0.54367], [1.92614, 0.33830, 0.88676], [3.62099, 0.14275, 2.21179], [2.37422, -3.08613, 3.82421], [3.35198, -1.48672, 4.86730], [2.40962, 3.81910, 3.87593], [0.97423, 0.33001, -2.05009], [2.30575, 1.37520, -3.27660], [0.35805, -1.23965, 3.29737], [1.62465, 1.62561, 1.39117], [-3.62003, -0.22102, -1.46702], [-0.35193, 0.76702, 3.25318], [0.58365, 2.37813, 0.85793], [1.10373, -0.38972, 0.10791], [1.48744, -0.85986, 4.01304], [-1.44365, -0.57487, -2.43839], [-4.98510, 0.00435, -1.51378], [-0.98146, -0.39028, -0.24197], [0.67201, 3.97635, 2.59277], [3.22371, 1.78725, 2.85483], [1.66736, -3.65677, -1.26462], [-0.65701, -1.71993, -4.02608], [1.06868, 0.77843, -3.02686], [-0.88719, 4.20895, -1.13775], [-5.68281, 0.05784, -0.31379], [1.24897, -3.46837, 3.10313], [-0.77938, 2.80545, -1.35641], [-0.64766, -2.86773, 2.31502], [3.14837, -3.80925, 4.04383], [-0.66248, -2.62123, -0.53133], [4.01492, -0.09378, 0.52584], [-1.41553, -0.24756, 1.76604], [-5.46954, 0.14030, -2.47043], [3.80705, 1.85776, -4.72768], [1.72897, -1.53707, -0.39641], [-3.15044, -0.07791, -3.80587], [0.09237, 3.50472, 1.46145]],
  "lowdin_charge": [0.137, -0.063, -0.292, 0.121, -0.331, -0.003, 0.119, 0.119, 0.143, -0.038, -0.342, 0.146, 0.123, -0.728, 0.126, -0.202, -0.180, -0.194, -0.235, 0.076, 0.147, 0.008, 0.135, -0.062, -0.060, 0.148, -0.132, -0.023, 0.143, -0.009, 0.085, 0.095, 0.109, 0.113, 0.153, 0.000, -0.029, 0.115, -0.059, -0.184, -0.224, 0.071, -0.062, 0.120, 0.126, 0.061, -0.059, -0.208, -0.144, -0.142, 0.144, -0.044, -0.109, -0.040, 0.036, 0.082, 1.208, -0.014, 0.112, 0.156, 0.155, -0.130, -0.224, 0.039, -0.058, 0.492, 0.086, 0.116, 0.784, 0.115, 0.020, 0.145, 0.112, 0.007, 0.090, -0.013],
  "orbital_gap_ev": [5.5463, 6.2762],
  "multiplicity": 2,
  "s2": 0.7682,
  "lumo_energy_ev": [-6.6, -6.7],
  "homo_ev": [-12.191, -12.930],
  "energy_ev": -79827.0827,
  "de_lowest_kj_mol": 164.79,
  "charge": 2
}

***

{
  "formula": "C31H30BrClI2N9OSe2Ti",
  "method": "ωB97M-V/def2-TZVPD",
  "species": ["H", "C", "C", "C", "C", "Ti", "N", "N", "C", "N", "C", "H", "H", "H", "N", "C", "C", "H", "H", "C", "C", "N", "Se", "N", "H", "N", "I", "H", "H", "Se", "H", "C", "C", "C", "H", "C", "H", "C", "C", "C", "H", "C", "H", "H", "C", "C", "C", "Br", "C", "I", "C", "N", "C", "C", "C", "H", "O", "H", "Cl", "H", "C", "C", "H", "H", "C", "H", "H", "H", "N", "H", "H", "C", "H", "H", "C", "H", "H", "H"],
  "coordinates": [[3.10627, 1.72093, 0.95406], [1.86464, -3.40610, -3.83512], [3.25417, -0.08243, -2.75998], [0.88970, -1.91010, -1.96904], [2.44305, 0.67592, -1.82957], [0.16379, 0.27273, 0.20917], [1.12133, 2.19974, 0.79874], [-1.01569, 2.51447, -2.13267], [-2.19073, 3.59251, 0.91993], [-2.35750, 2.48015, -3.72856], [0.46615, 4.48229, 1.30935], [2.93779, 1.50044, -1.32047], [-3.35099, 2.58761, -5.38413], [-1.94429, -4.56678, 1.91122], [-2.07532, 1.89111, -2.60321], [-1.76377, -3.51459, 1.69183], [2.03069, -1.71827, 1.50857], [-4.79869, -1.27874, -0.84289], [-2.72592, 5.65083, 1.32221], [0.47886, 0.70073, 4.50982], [1.68933, -2.28563, -0.77875], [1.43280, -1.57468, 0.32242], [-2.71406, -1.02550, 0.51964], [-3.40258, 2.04529, -4.53028], [-3.36590, -1.75220, -1.80949], [1.20876, 0.51488, -1.54064], [-4.14525, 2.96767, 0.61935], [-3.86395, -3.04218, 1.48110], [-3.89459, -2.34200, 3.72504], [-1.39214, -2.62559, 3.38836], [2.96604, -1.56109, 4.05726], [1.58325, -0.11554, 4.82018], [-0.63110, 5.37780, 1.42625], [-1.91149, 4.94597, 1.22981], [-0.54659, -0.24543, -2.35115], [2.64340, -3.36130, -0.78754], [-3.37194, -3.99476, 4.17799], [2.76888, 3.81163, 1.41540], [2.37259, 2.51451, 1.04170], [2.92617, -1.23074, -3.36227], [2.83035, -2.41928, 1.69689], [2.13032, -0.90677, 3.85113], [-3.72232, -0.03088, -1.52790], [4.24737, 0.31176, -2.93349], [-3.12545, -2.93626, 4.21157], [1.63512, -2.00390, -3.33037], [-1.16901, 2.69352, 0.79598], [2.76485, -6.04001, -3.91475], [-0.70350, 3.44481, -3.04566], [-0.84355, -3.25512, -2.17420], [2.49315, -4.33481, -3.11935], [0.54243, -0.06705, 2.24748], [-3.77307, -1.03162, -1.10540], [-2.93224, -2.92881, 0.92788], [0.00488, 0.69493, 3.22939], [-4.27408, 2.23640, -4.04845], [-1.28427, 1.39686, 0.55190], [2.10398, 5.80624, 1.79737], [-0.33343, 7.03378, 1.82845], [0.00062, 1.31701, 5.25655], [0.30493, -0.54523, -1.74676], [1.82603, 4.79601, 1.52827], [3.81366, 4.01272, 1.60311], [1.99251, -0.12349, 5.82206], [0.16460, 3.16163, 0.96814], [3.71464, -4.99219, -1.48197], [1.50394, -3.64389, -4.82619], [3.16355, -3.53459, 0.14423], [-1.54592, 3.45406, -4.07032], [-3.03627, -2.61890, 5.24765], [-0.84308, -3.43864, 1.11073], [2.99313, -4.23492, -1.75873], [3.68940, -1.67955, -3.98991], [0.12842, 4.12280, -2.95986], [1.57396, -0.89384, 2.55380], [-0.84691, 1.30161, 2.95765], [0.97385, -1.51594, -4.05330], [-3.04772, -3.42195, -0.03732]],
  "lowdin_charge": [0.125, -0.204, -0.023, -0.646, -0.073, 1.034, 0.056, 0.034, -0.634, -0.286, -0.155, 0.110, 0.100, 0.072, 0.085, -0.573, -0.106, 0.034, 0.102, -0.053, -0.321, 0.009, 0.927, 0.138, -0.040, -0.053, 0.979, 0.060, 0.018, 0.929, 0.121, -0.044, -0.597, -0.141, 0.092, -0.011, 0.030, -0.014, -0.096, 0.018, 0.110, -0.016, -0.010, 0.111, -0.397, -0.308, -0.441, 0.772, -0.185, 1.115, -0.702, -0.033, -0.380, -0.557, -0.142, 0.101, -0.347, 0.105, 0.732, 0.111, -0.334, 0.013, 0.117, 0.117, -0.148, 0.092, 0.107, 0.100, 0.132, 0.018, 0.024, -0.115, 0.132, 0.109, -0.303, 0.119, 0.151, 0.025],
  "orbital_gap_ev": [5.3262, 5.3246],
  "lumo_energy_ev": [-3.7, -3.7],
  "homo_ev": [-8.985, -8.984],
  "energy_ev": -300659.8244,
  "de_lowest_kj_mol": 109.29,
  "charge": 1
}